{
  "formula": "C16H25NO3S",
  "method": "the ωB97M-V functional and the def2-TZVPD basis",
  "de_lowest_kcal_mol": 25.8,
  "lumo_energy_ev": 0.7,
  "e_homo_ev": -8.650,
  "charge": 0,
  "species": ["C", "C", "C", "C", "O", "C", "C", "C", "C", "S", "O", "O", "N", "C", "C", "C", "C", "C", "C", "C", "C", "H", "H", "H", "H", "H", "H", "H", "H", "H", "H", "H", "H", "H", "H", "H", "H", "H", "H", "H", "H", "H", "H", "H", "H", "H"],
  "xyz": [[3.143, 1.533, -1.317], [3.135, 0.962, 0.097], [4.226, -0.087, 0.323], [3.938, -1.456, -0.302], [2.944, -2.162, 0.421], [1.628, -2.053, 0.126], [1.092, -1.570, -1.068], [-0.280, -1.514, -1.237], [-1.123, -1.936, -0.230], [-2.891, -1.727, -0.419], [-3.217, -1.959, -1.797], [-3.546, -2.500, 0.597], [-3.168, -0.130, -0.102], [-3.186, 0.823, -1.180], [-2.344, 2.082, -0.930], [-1.070, 1.839, -0.119], [-1.312, 1.881, 1.391], [-2.000, 0.636, 1.947], [-3.328, 0.297, 1.261], [-0.607, -2.458, 0.944], [0.759, -2.520, 1.120], [2.351, 2.270, -1.429], [4.095, 2.017, -1.524], [2.988, 0.759, -2.063], [3.295, 1.781, 0.802], [2.157, 0.530, 0.318], [4.356, -0.242, 1.396], [5.171, 0.281, -0.081], [3.688, -1.366, -1.361], [4.833, -2.081, -0.217], [1.727, -1.234, -1.872], [-0.705, -1.153, -2.161], [-2.826, 0.282, -2.055], [-4.223, 1.126, -1.387], [-2.085, 2.500, -1.905], [-2.948, 2.827, -0.410], [-0.627, 0.881, -0.396], [-0.350, 2.624, -0.366], [-0.350, 1.991, 1.899], [-1.910, 2.764, 1.629], [-1.331, -0.220, 1.846], [-2.192, 0.786, 3.011], [-3.801, -0.534, 1.790], [-4.002, 1.158, 1.287], [-1.291, -2.810, 1.699], [1.189, -2.920, 2.024]],
  "forces_ev_per_a": [[-0.086, -0.047, 0.258], [0.187, -0.003, -0.065], [-0.374, -0.236, -0.048], [0.492, 0.378, -0.011], [-0.234, -0.103, 0.123], [-0.385, -0.117, 0.116], [0.269, 0.011, -0.001], [-0.037, -0.084, -0.025], [-0.711, -0.068, -0.107], [0.074, 0.232, -0.048], [0.233, 0.200, -0.015], [0.273, 0.132, 0.198], [0.020, -1.032, -0.264], [-0.063, 0.303, -0.564], [0.079, -0.241, 0.043], [-0.110, 0.273, 0.062], [0.129, -0.317, -0.019], [-0.188, 0.296, -0.056], [0.189, -0.216, 0.773], [0.007, -0.087, 0.005], [0.186, 0.091, -0.134], [-0.064, 0.081, -0.109], [0.088, 0.061, -0.075], [-0.021, -0.084, -0.160], [-0.080, -0.018, 0.044], [-0.022, 0.074, 0.091], [0.117, -0.045, -0.004], [0.097, 0.000, 0.013], [-0.008, -0.082, 0.017], [-0.144, 0.072, -0.108], [0.077, 0.033, -0.048], [0.025, 0.065, -0.160], [-0.072, 0.244, -0.091], [0.121, -0.083, -0.062], [-0.098, 0.050, -0.010], [-0.012, 0.082, -0.037], [0.132, 0.015, -0.027], [0.045, -0.060, -0.044], [-0.020, 0.072, 0.043], [0.015, 0.089, 0.033], [-0.012, 0.034, 0.106], [0.019, -0.075, 0.062], [-0.099, 0.268, 0.097], [-0.062, -0.053, -0.053], [-0.009, -0.058, 0.149], [0.036, -0.045, 0.109]]
}

***

{
  "formula": "C4H6N2O",
  "method": "the ωB97M-V functional and the def2-TZVPD basis",
  "de_lowest_kcal_mol": 64.9,
  "lumo_energy_ev": 1.0,
  "e_homo_ev": -8.293,
  "charge": 0,
  "species": ["N", "N", "C", "C", "C", "C", "O", "H", "H", "H", "H", "H", "H"],
  "xyz": [[-0.185, 2.370, -0.686], [0.830, 1.648, 0.023], [0.597, 0.425, 0.178], [-0.555, -0.406, -0.381], [-0.229, -1.822, 0.118], [0.823, -1.722, 0.914], [1.337, -0.404, 0.969], [-1.144, 2.043, -0.363], [-0.025, 3.360, -0.606], [-1.456, -0.137, 0.126], [-0.684, -0.281, -1.488], [-0.853, -2.705, -0.230], [1.546, -2.370, 1.424]],
  "forces_ev_per_a": [[-0.750, -2.155, 0.331], [-0.173, 0.999, 0.268], [-1.528, -1.103, -0.626], [0.692, -0.643, -0.423], [-0.935, -0.418, -1.051], [1.253, 0.896, -0.444], [0.578, -0.174, 0.302], [1.608, 1.093, -0.544], [-0.082, -0.044, 0.412], [-1.025, 0.566, 0.084], [0.127, -0.135, 0.989], [1.205, 1.168, 0.891], [-0.970, -0.050, -0.190]]
}